# C5H8O2

A structure of composition C5H8O2 (wB97M-V/def2-TZVPD, OMol25).

Values from the calculation:
E ... -345.5966 hartree
Multiplicity ... 1
HOMO energy ... -8.78 eV
Largest force on an atom ... 0.456 eV Å⁻¹
ΔE to the lowest compared entry with this formula, charge and spin ... 130.8 kcal per mole
Gap between HOMO and LUMO ... 0.3451 Eh

Positions of all 15 atoms, in Å:
O1 -1.3791 0.3840 -1.8964
C1 -1.0604 0.8004 -0.5980
C2 -1.3005 -0.3344 0.4244
C3 0.1957 -0.3720 0.3702
O2 1.3716 -0.0657 2.4548
C4 1.1208 -0.6573 -0.6945
C5 0.5024 0.7411 -0.3576
H1 -0.7946 0.8737 -2.4921
H2 -1.4952 1.7755 -0.3446
H3 -1.6934 -0.0030 1.3866
H4 -1.8172 -1.2312 0.0717
H5 1.9839 -0.7198 2.0980
H6 2.1902 -0.6944 -0.5024
H7 0.7871 -1.2649 -1.5375
H8 1.4306 0.6626 1.8166

And the natural (NBO) charges, in e, turn out to be: -0.705, 0.109, -0.469, 0.137, -0.908, -0.444, -0.243, 0.478, 0.178, 0.240, 0.232, 0.470, 0.225, 0.215, 0.486

***

# C8H18NO2

The ion C8H18NO2 with charge +1 at a distorted geometry (wB97M-V/def2-TZVPD, OMol25).

Values from the calculation:
E ... -520.5057 hartree
Multiplicity ... 1
HOMO energy ... -14.13 eV
Charge ... +1
Largest force on an atom ... 3.952 eV Å⁻¹
ΔE to the lowest compared entry with this formula, charge and spin ... 48.7 kcal per mole
Gap between HOMO and LUMO ... 0.4237 Eh
Structure (SMILES) ... CC[C@@]1(OC)[NH2+][C@@]1(CC)OC

Positions of all 29 atoms, in Å:
C1 -3.1458 -1.0276 0.4094
C2 -1.7132 -1.2266 -0.1002
C3 -0.7626 0.0696 0.1308
O1 -1.3976 1.2987 0.1220
C4 -1.6506 2.2474 -1.0161
N1 0.0042 -0.0602 1.4838
C5 0.7219 -0.1248 0.2121
C6 1.7129 1.0359 0.0025
C7 3.0945 0.9276 0.6963
O2 1.1641 -1.4310 0.1795
C8 1.5950 -1.9851 -1.0594
H1 -3.1300 -0.6528 1.4358
H2 -3.5818 -1.9665 0.3209
H3 -3.6180 -0.2115 -0.1435
H4 -1.7447 -1.7062 -1.1371
H5 -1.3098 -2.0087 0.5053
H6 -1.5201 3.3100 -0.5403
H7 -2.6468 2.1471 -1.5014
H8 -0.7991 2.1314 -1.6988
H9 0.1394 0.6963 2.1672
H10 -0.0348 -0.9788 1.8966
H11 1.9585 1.1196 -1.0823
H12 1.2865 2.0393 0.3468
H13 3.0936 1.2961 1.6690
H14 3.8482 1.3836 0.1167
H15 3.3175 -0.1812 0.6677
H16 2.2652 -2.7866 -0.9329
H17 2.2128 -1.1991 -1.5495
H18 0.6404 -2.1558 -1.6010

And the natural (NBO) charges, in e, turn out to be: -0.599, -0.432, 0.466, -0.556, -0.249, -0.575, 0.398, -0.464, -0.603, -0.530, -0.249, 0.211, 0.230, 0.219, 0.244, 0.213, 0.224, 0.219, 0.193, 0.451, 0.444, 0.243, 0.240, 0.214, 0.237, 0.214, 0.226, 0.181, 0.191

***

# C5H8N2O2S

A cluster of 3 separate species, C5H8N2O2S in total at a distorted geometry (wB97M-V/def2-TZVPD, OMol25).

Values from the calculation:
E ... -853.3120 hartree
Multiplicity ... 1
HOMO energy (spin up / spin down) ... -7.19 / -7.19 eV
Largest force on an atom ... 5.626 eV Å⁻¹
ΔE to the lowest compared entry with this formula, charge and spin ... 145.2 kcal per mole
Gap between HOMO and LUMO (spin up / spin down) ... 0.2766 / 0.2767 Eh

Positions of all 18 atoms, in Å:
C1 -2.4705 1.0345 1.4486
C2 -1.1212 -3.8080 -1.7022
C3 -0.9033 0.0383 -0.3932
C4 -0.4133 0.2684 2.3060
C5 0.7058 -0.4803 2.8934
N1 -1.5110 0.7499 2.1836
N2 3.0511 2.2267 -3.1587
O1 -0.2846 -3.0076 -1.6146
O2 -1.9433 -4.5722 -1.8459
S1 -2.4135 0.5516 -0.2657
H1 -3.3298 1.7249 1.5472
H2 -0.3396 -0.0659 -1.3912
H3 0.6699 -1.4479 2.4675
H4 0.4925 -0.5646 3.9611
H5 1.6839 0.0877 2.5534
H6 2.1070 1.7570 -3.0152
H7 2.8372 2.9687 -3.8311
H8 3.1825 2.5387 -2.1429

And the natural (NBO) charges, in e, turn out to be: -0.417, 1.022, -0.702, 0.398, -0.701, -0.293, -1.078, -0.521, -0.500, 0.524, 0.221, 0.210, 0.256, 0.254, 0.248, 0.351, 0.363, 0.364

***

# C46H54CsO5PSSe

A structure of composition C46H54CsO5PSSe (wB97M-V/def2-TZVPD, OMol25).

Values from the calculation:
E ... -5322.7463 hartree
Multiplicity ... 1
HOMO energy ... -1.82 eV
Charge ... -2
Largest force on an atom ... 0.382 eV Å⁻¹
ΔE to the lowest compared entry with this formula, charge and spin ... 0.5 kcal per mole
Gap between HOMO and LUMO ... 0.2088 Eh

Positions of all 109 atoms, in Å:
Cs1 0.1806 0.6793 -2.8010
C1 -0.1010 -3.4349 4.6979
C2 -1.0571 -4.0784 3.6930
C3 -2.4528 -4.1306 4.3339
C4 -0.5714 -5.5139 3.4408
C5 -1.1134 -3.3098 2.3750
C6 -0.4361 -2.1229 2.1604
C7 -0.4826 -1.4455 0.9478
Se1 0.4237 0.2449 0.8309
C8 2.2700 -0.2060 1.0372
C9 2.7554 -0.5036 2.3076
C10 4.0852 -0.8105 2.5400
C11 4.9407 -0.7716 1.4266
C12 4.5249 -0.4479 0.1544
C13 3.1192 -0.1668 -0.1093
O1 2.6954 0.0964 -1.2794
C14 5.4944 -0.4071 -1.0236
C15 5.1124 -1.4841 -2.0530
C16 6.9396 -0.6729 -0.5925
C17 5.4529 0.9838 -1.6764
C18 4.6358 -1.1751 3.9164
C19 5.7690 -0.2158 4.3123
C20 3.5660 -1.1033 5.0066
C21 5.1873 -2.6094 3.8888
C22 -1.2489 -1.9233 -0.1620
O2 -1.2966 -1.3369 -1.2917
C23 -2.0048 -3.1423 0.0950
C24 -1.9019 -3.7774 1.3157
C25 -2.8926 -3.6989 -1.0188
C26 -3.9518 -2.6544 -1.3991
C27 -3.6360 -4.9730 -0.6016
C28 -2.0463 -4.0493 -2.2522
H1 -0.0800 -4.0228 5.6200
H2 -0.4106 -2.4193 4.9529
H3 0.9150 -3.3888 4.3004
H4 -2.4329 -4.6958 5.2723
H5 -3.1735 -4.6046 3.6650
H6 -2.8092 -3.1202 4.5447
H7 -0.5353 -6.0834 4.3763
H8 0.4283 -5.5026 3.0027
H9 -1.2320 -6.0392 2.7493
H10 0.1584 -1.6881 2.9532
H11 2.0523 -0.4750 3.1303
H12 5.9908 -0.9958 1.5847
H13 5.2011 -2.4770 -1.6044
H14 5.7744 -1.4384 -2.9253
H15 4.0857 -1.3271 -2.3729
H16 7.0620 -1.6870 -0.2004
H17 7.2727 0.0341 0.1721
H18 7.6001 -0.5711 -1.4584
H19 4.4586 1.1745 -2.0755
H20 6.1961 1.0610 -2.4764
H21 5.6844 1.7464 -0.9269
H22 5.3980 0.8103 4.3557
H23 6.5841 -0.2438 3.5876
H24 6.1776 -0.4803 5.2939
H25 3.1513 -0.0964 5.0893
H26 4.0028 -1.3715 5.9731
H27 2.7434 -1.7918 4.8061
H28 5.9742 -2.7115 3.1394
H29 4.3933 -3.3140 3.6344
H30 5.6037 -2.8889 4.8635
H31 -2.4643 -4.6910 1.4719
H32 -4.5992 -2.4475 -0.5417
H33 -4.5793 -3.0266 -2.2168
H34 -3.4707 -1.7286 -1.7082
H35 -4.2902 -4.7950 0.2561
H36 -2.9465 -5.7820 -0.3473
H37 -4.2582 -5.3142 -1.4338
H38 -1.5038 -3.1678 -2.5867
H39 -2.6853 -4.4127 -3.0642
H40 -1.3288 -4.8357 -2.0024
O3 -1.5312 1.7058 -5.0182
S1 -0.9838 2.9538 -5.5486
O4 0.1803 3.4081 -4.8002
O5 -0.8306 2.9749 -6.9903
C29 -2.2728 4.1712 -5.2067
C30 -2.8712 4.7877 -6.2953
C31 -3.8757 5.7267 -6.1197
C32 -4.2874 6.0563 -4.8381
C33 -3.6852 5.4448 -3.7472
C34 -2.6746 4.4949 -3.9070
P1 -1.8802 3.7252 -2.4359
C35 -1.8913 5.1902 -1.3213
C36 -2.7782 5.3766 -0.2603
C37 -2.6927 6.5056 0.5413
C38 -1.7250 7.4694 0.2915
C39 -0.8348 7.2903 -0.7579
C40 -0.9119 6.1533 -1.5500
C41 -3.1757 2.6492 -1.7501
C42 -2.7212 1.7708 -0.7550
C43 -3.5629 0.8183 -0.2070
C44 -4.8779 0.7318 -0.6462
C45 -5.3345 1.5870 -1.6363
C46 -4.4869 2.5397 -2.1925
H41 -2.5253 4.5146 -7.2830
H42 -4.3297 6.2005 -6.9821
H43 -5.0697 6.7899 -4.6815
H44 -4.0028 5.7196 -2.7483
H45 -3.5323 4.6236 -0.0601
H46 -3.3856 6.6294 1.3654
H47 -1.6550 8.3510 0.9172
H48 -0.0673 8.0293 -0.9532
H49 -0.2036 6.0049 -2.3586
H50 -1.6877 1.7997 -0.4258
H51 -3.1665 0.1194 0.5207
H52 -5.5368 -0.0291 -0.2470
H53 -6.3517 1.5027 -2.0004
H54 -4.8481 3.1839 -2.9852

Atom charges from the Löwdin analysis, given in e for atoms 1 to 99: 1.044, -0.078, -0.563, -0.061, -0.061, -0.204, -0.090, -0.407, 1.044, -0.421, -0.096, -0.205, -0.012, -0.100, -0.438, -0.262, -0.543, -0.047, -0.091, -0.051, -0.563, -0.063, -0.073, -0.059, -0.446, -0.280, -0.094, -0.013, -0.538, -0.053, -0.089, -0.047, 0.077, 0.084, 0.075, 0.072, 0.071, 0.085, 0.072, 0.087, 0.070, 0.072, 0.075, 0.084, 0.082, 0.075, 0.071, 0.077, 0.078, 0.073, 0.071, 0.072, 0.085, 0.085, 0.069, 0.071, 0.086, 0.076, 0.066, 0.072, 0.085, 0.072, 0.084, 0.079, 0.078, 0.069, 0.077, 0.077, 0.074, 0.072, 0.074, 0.084, -0.485, 0.363, -0.416, -0.355, -0.245, -0.066, -0.092, -0.097, -0.103, -0.326, 1.095, -0.366, -0.089, -0.099, -0.112, -0.096, -0.094, -0.379, -0.123, -0.066, -0.094, -0.089, -0.080, 0.101, 0.093, 0.093, 0.101

***

What is the formula in the third record?
C5H8N2O2S

***

Repeat the third record exactly.
# C5H8N2O2S

A cluster of 3 separate species, C5H8N2O2S in total at a distorted geometry (wB97M-V/def2-TZVPD, OMol25).

Values from the calculation:
E ... -853.3120 hartree
Multiplicity ... 1
HOMO energy (spin up / spin down) ... -7.19 / -7.19 eV
Largest force on an atom ... 5.626 eV Å⁻¹
ΔE to the lowest compared entry with this formula, charge and spin ... 145.2 kcal per mole
Gap between HOMO and LUMO (spin up / spin down) ... 0.2766 / 0.2767 Eh

Positions of all 18 atoms, in Å:
C1 -2.4705 1.0345 1.4486
C2 -1.1212 -3.8080 -1.7022
C3 -0.9033 0.0383 -0.3932
C4 -0.4133 0.2684 2.3060
C5 0.7058 -0.4803 2.8934
N1 -1.5110 0.7499 2.1836
N2 3.0511 2.2267 -3.1587
O1 -0.2846 -3.0076 -1.6146
O2 -1.9433 -4.5722 -1.8459
S1 -2.4135 0.5516 -0.2657
H1 -3.3298 1.7249 1.5472
H2 -0.3396 -0.0659 -1.3912
H3 0.6699 -1.4479 2.4675
H4 0.4925 -0.5646 3.9611
H5 1.6839 0.0877 2.5534
H6 2.1070 1.7570 -3.0152
H7 2.8372 2.9687 -3.8311
H8 3.1825 2.5387 -2.1429

And the natural (NBO) charges, in e, turn out to be: -0.417, 1.022, -0.702, 0.398, -0.701, -0.293, -1.078, -0.521, -0.500, 0.524, 0.221, 0.210, 0.256, 0.254, 0.248, 0.351, 0.363, 0.364